(1)
C5H7NS | the ωB97M-V functional and the def2-TZVPD basis

Results
SMILES = CC/C=C\N=C=S
Largest force on an atom = 6.47 eV Å⁻¹
Energy above the lowest of the compared OMol25 structures with the same formula, charge and spin = 1.989 eV
LUMO = 0.66 eV

Cartesian coordinates (Å):
C -0.71487 1.57575 -0.05538
C -1.41341 0.14428 0.03459
C -0.74140 -1.20410 -0.09763
C 0.53681 -1.55131 0.04730
C 2.74699 -0.23585 0.08456
H -1.40847 2.45734 -0.27358
H -0.14672 1.89548 0.90237
H 0.14996 1.68085 -0.70291
H -2.24099 0.07889 -0.74172
H -1.96064 0.13613 1.11992
H -1.45097 -2.01661 -0.31932
H 0.71329 -2.50159 0.06014
N 1.65424 -0.63659 -0.02028
S 4.27618 0.17734 -0.03805

Forces on the atoms, in the same order (eV/Å):
0.8 0.7 1.6
-1.8 1.1 1.0
0.2 1.0 0.3
-0.5 6.4 -0.9
1.3 -0.4 -0.7
0.6 -1.6 0.2
-1.4 -0.9 -0.9
-0.3 -0.5 -0.9
0.7 0.5 1.0
1.0 -0.1 -2.6
0.4 0.3 0.6
1.9 -5.5 0.0
-2.9 -1.3 0.9
-0.2 0.3 0.3

***

(2)
C5H7NS | the ωB97M-V functional and the def2-TZVPD basis

Results
SMILES = S=C1CCC=CN1
Largest force on an atom = 1.92 eV Å⁻¹
Energy above the lowest of the compared OMol25 structures with the same formula, charge and spin = 0.242 eV
LUMO = 0.40 eV

Cartesian coordinates (Å):
C 1.41088 0.19822 0.03954
C 0.60474 -1.07239 0.30379
C -0.87427 -1.03586 -0.24036
C -1.43019 0.37208 -0.09013
C -0.64332 1.44082 0.08278
H 0.53809 -1.33663 1.38338
H 1.14435 -1.90118 -0.13156
H -0.87727 -1.39552 -1.28659
H -1.46466 -1.80053 0.22291
H -2.50610 0.42709 -0.13183
H -0.98798 2.46873 0.08276
H 1.28181 2.18165 -0.15658
N 0.75089 1.34727 0.03560
S 3.05303 0.10625 -0.11370

Forces on the atoms, in the same order (eV/Å):
0.9 -1.5 0.6
-1.3 -0.3 0.1
1.7 0.8 -0.6
0.1 -0.7 0.1
-0.7 -0.4 -0.8
0.3 0.7 -0.5
0.2 -0.1 -0.2
0.0 0.7 0.1
-0.4 -0.1 0.8
-0.1 0.5 0.1
-0.2 -0.2 0.3
0.1 0.0 0.1
-0.4 0.4 0.0
-0.2 0.2 -0.1

***

(3)
C5H7NS | the ωB97M-V functional and the def2-TZVPD basis

Results
Largest force on an atom = 5.74 eV Å⁻¹
Energy above the lowest of the compared OMol25 structures with the same formula, charge and spin = 4.107 eV
LUMO = 0.19 eV

Cartesian coordinates (Å):
C 0.41834 -0.42701 -0.02951
C 0.34114 0.82324 -0.79947
C -0.08090 1.99027 0.00404
C -0.98058 -0.09945 0.38124
C -1.10417 0.05373 -1.00232
H 0.71281 0.91660 -1.71706
H 0.89751 2.42148 0.43389
H -0.48792 2.78078 -0.66629
H -0.22887 0.93402 1.83190
H -1.43460 -0.86687 1.09219
H -1.84526 0.81666 -1.34787
H -1.10877 -0.89286 -1.55802
N -0.93090 1.29383 0.93979
S 1.15303 -1.82571 0.25180

Forces on the atoms, in the same order (eV/Å):
0.5 0.3 2.1
-1.6 -2.0 -1.1
3.1 0.7 -0.4
-0.7 -1.6 5.4
-1.9 1.7 -4.0
2.8 0.7 -3.4
-1.7 -0.3 -0.1
-0.4 -0.6 0.8
-2.6 2.4 -2.5
0.0 1.3 -1.2
0.2 -0.8 0.0
0.1 0.7 -0.2
1.5 -2.4 5.0
0.8 -0.1 -0.5

***

(4)
C5H7NS2 | the ωB97M-V functional and the def2-TZVPD basis

Results
SMILES = C[C@@]12CSC(=S)N1C2
Largest force on an atom = 4.77 eV Å⁻¹
Energy above the lowest of the compared OMol25 structures with the same formula, charge and spin = 2.158 eV
LUMO = 0.24 eV

Cartesian coordinates (Å):
C 1.54583 -0.66337 -0.55144
C 0.35108 -0.00937 -0.03909
C 0.19113 1.49747 -0.14242
C -2.06172 0.09289 -0.15109
C -0.23520 -0.66047 1.03171
H 1.68532 -0.80854 -1.73454
H 2.46856 -0.20021 -0.12999
H 1.47350 -1.81287 -0.17767
H 0.62070 1.74696 -1.14456
H 0.89957 1.93385 0.50369
H -0.88878 -0.03152 1.70476
H 0.10011 -1.57765 1.36878
N -0.98047 -0.75691 -0.31585
S -1.61008 1.77195 0.00809
S -3.55954 -0.52223 -0.23038

Forces on the atoms, in the same order (eV/Å):
2.0 -3.8 -2.2
-0.9 1.4 -1.9
0.1 -1.5 -2.4
-0.4 -0.3 -1.1
-3.9 1.0 2.3
-0.5 0.9 2.6
-0.6 -0.4 -0.3
0.6 2.7 -0.9
-0.9 0.2 0.4
0.1 1.0 1.5
1.3 -1.0 -0.1
0.7 -1.6 0.8
2.5 0.1 1.0
0.4 0.9 0.2
-0.2 0.6 0.2

***

(5)
C5H7O2S | the ωB97M-V functional and the def2-TZVPD basis

Results
Largest force on an atom = 5.27 eV Å⁻¹
Energy above the lowest of the compared OMol25 structures with the same formula, charge and spin = 2.264 eV
Charge = -1
LUMO = 3.75 eV

Cartesian coordinates (Å):
C -1.37488 -1.14040 -0.78722
C -0.09359 -1.03970 -1.10295
C 0.69589 -1.77481 -2.00372
C 0.13605 1.01112 0.77670
C 1.19195 0.17099 0.08843
O 0.89414 -1.57956 -3.18605
O 1.79067 -2.53069 -1.40101
S 2.16931 -0.80177 1.07696
H -1.69191 -0.39001 -0.09552
H -2.11647 -1.69567 -1.36546
H -0.40422 0.40169 1.42256
H -0.56253 1.64090 0.01701
H 0.74255 1.61016 1.56183
H 1.75360 0.65347 -0.78320
H 2.26705 -2.14215 -0.64815

Forces on the atoms, in the same order (eV/Å):
0.6 0.7 -0.9
0.0 0.7 2.1
5.2 -0.2 -0.5
1.3 2.8 -1.2
-1.0 -0.4 -2.6
-1.5 -0.3 -0.1
-1.9 -0.5 -1.4
0.6 -0.3 0.6
-0.8 0.1 0.5
0.2 -0.2 0.4
-1.5 -1.3 0.8
1.7 -1.3 2.0
-1.1 -0.1 -1.6
-1.1 -0.5 1.1
-0.7 0.7 0.7

***

(6)
C5H7OP | the ωB97M-V functional and the def2-TZVPD basis

Results
SMILES = C=P1=C2O[C@H]2CC1
Largest force on an atom = 3.15 eV Å⁻¹
Energy above the lowest of the compared OMol25 structures with the same formula, charge and spin = 5.511 eV
LUMO (alpha / beta) = -1.03 / -0.64 eV

Cartesian coordinates (Å):
C -1.02923 0.90828 0.76026
C 0.06970 0.98018 -0.35635
C 1.87910 -0.86684 -1.54039
C -1.25504 -0.52704 1.15589
C -0.65590 -1.67578 0.26479
O -0.03369 -1.22763 1.43634
P 0.30533 -0.78210 -1.03195
H -0.86214 1.64540 1.48217
H -1.85162 1.18666 0.21421
H -0.20679 1.45212 -1.25851
H 0.96167 1.53252 0.08386
H 2.42750 -0.03712 -1.18451
H 2.37064 -1.78437 -1.82514
H -2.11953 -0.80428 1.79932

Forces on the atoms, in the same order (eV/Å):
1.4 -1.6 -2.4
1.7 -0.9 2.1
-0.3 -1.3 0.8
0.3 -1.3 -0.3
-1.0 0.2 2.6
-0.2 -0.1 -0.1
0.2 2.3 -0.9
0.3 0.7 1.6
-2.6 0.8 -0.8
-0.7 1.1 -0.7
-0.7 -1.1 -0.9
0.9 0.8 -0.2
0.0 0.1 -0.3
0.8 0.3 -0.5

***

(7)
C5H7OP | the ωB97M-V functional and the def2-TZVPD basis

Results
Largest force on an atom = 3.47 eV Å⁻¹
Energy above the lowest of the compared OMol25 structures with the same formula, charge and spin = 4.772 eV
LUMO (alpha / beta) = -1.17 / -0.99 eV

Cartesian coordinates (Å):
C -1.45023 -1.19189 0.14296
C -0.67033 -2.15874 -0.32639
C -0.58445 -0.01903 0.27599
C 0.57683 -0.41581 -0.30527
C -1.00072 1.28712 0.80447
O 0.56741 -1.66975 -0.57644
P 3.23583 1.06766 -0.35733
H -2.53302 -1.33708 0.36215
H -0.97492 -3.16098 -0.41538
H -0.49833 2.12841 0.44761
H -2.13026 1.54839 0.72056
H -0.61654 1.24180 1.80749
H 2.23230 1.96503 -1.01975
H 3.84643 0.71488 -1.56067

Forces on the atoms, in the same order (eV/Å):
-0.7 1.1 0.8
-0.5 0.2 0.2
-1.2 0.1 -1.5
0.3 2.2 1.1
-1.9 -0.1 0.9
1.1 -3.1 -1.1
-2.3 0.6 0.0
1.2 0.5 0.0
0.6 -1.2 -0.6
1.0 1.2 -1.3
1.9 -0.9 0.4
-0.7 0.4 1.1
1.2 -0.8 0.6
0.0 -0.2 -0.5

***

(8)
C5H7P | the ωB97M-V functional and the def2-TZVPD basis

Results
Largest force on an atom = 4.77 eV Å⁻¹
Energy above the lowest of the compared OMol25 structures with the same formula, charge and spin = 2.317 eV
Multiplicity = 3
LUMO (alpha / beta) = 0.45 / -2.11 eV

Cartesian coordinates (Å):
C -0.94045 -1.42663 -0.03206
C 1.29568 0.74893 1.04496
C -1.36253 1.20488 -0.67563
C 0.41538 -1.30443 -0.16751
C 1.24669 -0.13114 0.03728
P -1.96632 0.02646 0.38266
H -1.53332 -2.35816 -0.20364
H 0.37026 0.88034 1.69724
H 2.00922 1.54515 0.95631
H -0.38631 0.98467 -1.08469
H -2.00056 2.17580 -0.80870
H 0.80227 -2.16946 -0.50273
H 2.04999 -0.17644 -0.64349

Forces on the atoms, in the same order (eV/Å):
-0.7 1.5 0.1
-2.6 0.4 -0.5
0.4 3.9 -2.0
-3.5 1.8 0.8
0.3 -1.1 1.0
-1.8 -3.5 2.6
1.1 0.6 0.4
1.7 -0.3 -0.4
0.3 0.2 0.5
-0.2 1.0 -0.5
1.6 -2.0 -0.2
2.3 -2.7 -1.2
1.2 0.4 -0.7